[1]
The following is a quantum chemistry calculation of the molecule C2H4N2O2, from OMol25.

Geometry (Å):
1 O -2.04603 -0.46117 0.20639
2 N -0.82445 -0.12446 -0.33764
3 C 0.53118 -1.08855 -0.24837
4 C 1.15856 0.00065 0.20504
5 N -0.02076 0.74487 0.42398
6 O 0.03280 1.97458 -0.14894
7 H -1.80183 -1.05503 0.94462
8 H 0.59608 -2.12077 -0.49598
9 H 2.15288 0.28532 0.57197
10 H 0.22159 1.84457 -1.12107

Its frontier orbital gap is 10.48 eV. The energy above the lowest of the compared OMol25 structures with the same formula, charge and spin is 176.7 kcal per mole. Its charge is 0. As for the SMILES: On1ccn1O.

=====

[2]
The following is a quantum chemistry calculation of a cluster of 2 separate species, C2H4N2O2 in total, from OMol25.

Geometry (Å):
1 C 1.88924 -0.38737 0.11845
2 C -0.55698 0.06913 -0.82814
3 N 1.25732 -0.46530 1.14570
4 N -0.69339 -0.46975 0.55924
5 O 2.41161 -0.08362 -0.90440
6 O -1.21149 0.48387 1.28040
7 H -1.41732 0.19990 2.20209
8 H 0.45075 0.14068 -1.23335
9 H -1.20729 -0.60604 -1.36150
10 H -0.92246 1.11850 -0.97850

Its frontier orbital gap (spin up / spin down) is 8.69 / 8.70 eV. The energy above the lowest of the compared OMol25 structures with the same formula, charge and spin is 132.7 kcal per mole. Its charge is 0.

=====

[3]
The following is a quantum chemistry calculation of the molecule C2H4N2O2, from OMol25.

Geometry (Å):
1 O -2.45993 0.16679 -0.02236
2 C -1.29892 0.02977 0.03826
3 N -0.32983 1.17659 -0.12311
4 N 0.92762 0.61504 0.10993
5 C 0.74059 -0.81824 0.02759
6 O -0.64774 -1.11424 0.20361
7 H -0.50441 1.47686 -1.06768
8 H 1.22579 1.03244 1.01857
9 H 1.09834 -1.26121 -0.91663
10 H 1.24847 -1.30381 0.73182

Its frontier orbital gap is 10.61 eV. The energy above the lowest of the compared OMol25 structures with the same formula, charge and spin is 56.0 kcal per mole. Its charge is 0. As for the SMILES: O=C1NNCO1.

=====

[4]
The following is a quantum chemistry calculation of the molecule C2H4N2O2S, from OMol25.

Geometry (Å):
1 C -0.03953 0.83031 -0.32944
2 C -0.95483 -0.42632 -0.25964
3 N -0.08829 -1.56657 0.04110
4 N 1.45891 0.22801 -0.68142
5 O -0.35474 1.88393 -0.91498
6 O 0.65214 1.02807 0.97706
7 S 1.59798 -1.13301 -0.12878
8 H -1.65000 -0.06977 0.51021
9 H -1.46280 -0.64067 -1.21062
10 H -0.10839 -2.01343 0.92205
11 H 0.94956 1.87945 1.07446

Its frontier orbital gap is 8.11 eV. The energy above the lowest of the compared OMol25 structures with the same formula, charge and spin is 93.5 kcal per mole. Its charge is 0.

=====

[5]
The following is a quantum chemistry calculation of a cluster of 2 separate species, C2H4N2O2S in total, from OMol25.

Geometry (Å):
1 C -1.72961 -2.62097 0.17105
2 C 1.49324 0.69677 0.33516
3 N 1.51972 -0.54973 0.04942
4 N -2.06530 -1.66574 -0.41699
5 O -1.43263 -3.73181 0.34975
6 O -2.13924 -0.34300 -0.24047
7 S 2.76871 -1.44949 -0.26405
8 H 0.55868 1.28016 0.03722
9 H 2.35755 1.25878 0.75026
10 H 0.53576 -1.07698 -0.14105
11 H -3.10399 -0.11748 -0.62696

Its multiplicity is 3. The expectation value of S² is 2.0061. Its frontier orbital gap (spin up / spin down) is 6.12 / 7.46 eV. The energy above the lowest of the compared OMol25 structures with the same formula, charge and spin is 46.0 kcal per mole. Its charge is 0.

=====

[6]
The following is a quantum chemistry calculation of a structure of composition C2H4N2O2S2, from OMol25.

Geometry (Å):
1 C 0.73723 0.31376 0.82146
2 C 0.26028 0.98947 -0.43661
3 H -1.88356 -0.45976 0.31510
4 H -0.14999 -0.95298 2.32980
5 H -0.27944 0.58535 -2.43999
6 H -0.05530 -1.21652 -0.60574
7 N -0.29963 -0.45105 1.40870
8 N 0.65853 0.39908 -1.60131
9 O -1.08560 -1.13814 0.42009
10 O 0.70881 -1.07493 -1.56809
11 S 2.11249 0.62892 1.58644
12 S -0.72381 2.37680 -0.22987

Its frontier orbital gap is 8.26 eV. The energy above the lowest of the compared OMol25 structures with the same formula, charge and spin is 126.8 kcal per mole. Its charge is 0.

=====

[7]
The following is a quantum chemistry calculation of a cluster of 2 separate species, C2H4N2O3 in total, from OMol25.

Geometry (Å):
1 C -0.04784 -0.88494 -0.58754
2 N -0.79076 -0.83538 0.66102
3 C -0.57643 0.53668 0.47090
4 O -1.57943 1.17652 -0.18988
5 N 1.64306 0.40310 -0.53531
6 O 2.56105 -0.04043 0.00374
7 O 0.34689 1.21774 1.02803
8 H -1.33706 2.11511 -0.19075
9 H -0.24922 -1.17143 1.45036
10 H 0.66458 -1.70187 -0.61481
11 H -0.63484 -0.81508 -1.49576

Its frontier orbital gap (spin up / spin down) is 8.24 / 8.22 eV. The energy above the lowest of the compared OMol25 structures with the same formula, charge and spin is 135.1 kcal per mole. Its charge is 0.

=====

[8]
The following is a quantum chemistry calculation of a cluster of 2 separate species, C2H4N2O3 in total, from OMol25.

Geometry (Å):
1 C -1.53407 -1.02696 -0.26347
2 C 0.54209 0.95658 -0.76331
3 N 0.36950 -0.25203 -0.10955
4 N 0.83237 -0.34667 1.12904
5 O -2.17882 -0.17057 -0.65601
6 O 0.36038 -1.22523 1.85609
7 O 1.62187 0.44776 1.54396
8 H -1.55021 -2.07534 -0.17816
9 H 0.79294 0.84472 -1.75160
10 H -0.46765 1.35935 -0.67724
11 H 1.21160 1.48841 -0.12975

Its frontier orbital gap is 9.02 eV. The energy above the lowest of the compared OMol25 structures with the same formula, charge and spin is 166.3 kcal per mole. Its charge is 0.

=====

[9]
The following is a quantum chemistry calculation of a cluster of 2 separate species, C2H4N2O3 in total, from OMol25.

Geometry (Å):
1 C 0.33419 0.43755 -0.05386
2 C 1.87366 -1.63080 0.27279
3 N -0.67384 -0.25864 0.33695
4 N 0.16232 1.69219 -0.52258
5 O 1.51928 -2.07038 1.28951
6 O 2.29432 -1.28951 -0.74188
7 O -2.11105 0.20834 0.08544
8 H -0.77689 -0.99535 0.95637
9 H 0.85779 2.39058 -0.86312
10 H -0.88619 2.04546 -0.43954
11 H -2.59359 -0.52944 -0.32009

Its frontier orbital gap is 9.11 eV. The energy above the lowest of the compared OMol25 structures with the same formula, charge and spin is 85.1 kcal per mole. Its charge is 0.

=====

[10]
The following is a quantum chemistry calculation of the molecule C2H4N2O3, from OMol25.

Geometry (Å):
1 O 1.84843 -1.42863 1.11665
2 N 0.50148 -1.07030 0.98333
3 C 0.16563 -0.10557 0.02012
4 N 0.85030 1.04165 -0.11105
5 O 0.10718 1.58144 -1.26068
6 C -1.11786 1.11032 -1.11771
7 O -0.89799 -0.40669 -0.72319
8 H 2.11027 -1.73642 2.18153
9 H -0.30971 -1.78924 1.07305
10 H -1.45029 1.55110 -0.21233
11 H -1.80744 1.25233 -1.94971

Its frontier orbital gap is 9.30 eV. The energy above the lowest of the compared OMol25 structures with the same formula, charge and spin is 149.6 kcal per mole. Its charge is 0. As for the SMILES: ONC1=NOCO1.

=====

[11]
The following is a quantum chemistry calculation of a cluster of 2 separate species, C2H4N2O3S in total, from OMol25.

Geometry (Å):
1 N -1.60523 -0.52564 0.49642
2 S -2.41110 -1.13359 -0.53188
3 O -2.58317 -2.48564 -0.88448
4 O -3.58010 -0.23012 -1.12282
5 H -3.45948 0.66589 -0.70696
6 C 1.41521 0.90440 0.07033
7 N 0.75827 0.38684 -1.07934
8 C -0.21439 -0.09748 -1.57214
9 O -0.99361 -0.59200 -2.27928
10 H 0.74908 0.67359 0.99545
11 H 2.29297 0.24950 0.28323
12 H 1.75841 1.90721 -0.22348

Its frontier orbital gap is 10.37 eV. The energy above the lowest of the compared OMol25 structures with the same formula, charge and spin is 89.5 kcal per mole. Its charge is 0. As for the SMILES: N#S(=O)O.CN=C=O.

=====

[12]
The following is a quantum chemistry calculation of a cluster of 2 separate species, C2H4N2O4 in total, from OMol25.

Geometry (Å):
1 O -1.76443 -0.82380 -0.04630
2 C -1.04493 0.15053 -0.04505
3 O -1.53800 1.40775 -0.10623
4 N 0.15643 0.14207 0.81820
5 O 0.33633 -1.08062 1.47673
6 H -2.45918 1.36610 -0.40233
7 H 0.23999 0.91273 1.47496
8 H -0.35748 -1.65645 1.08885
9 N 0.90997 -0.06666 -1.41987
10 C 1.75195 0.21505 -0.52799
11 O 2.90691 0.31104 -0.29241
12 H 0.86244 -0.87774 -2.01857

Its frontier orbital gap is 9.39 eV. The energy above the lowest of the compared OMol25 structures with the same formula, charge and spin is 66.4 kcal per mole. Its charge is 0. As for the SMILES: O=C(O)NO.N=C=O.

=====

[13]
The following is a quantum chemistry calculation of the molecule C2H4N2OS, from OMol25.

Geometry (Å):
1 N -1.74524 -0.62060 0.02392
2 C -0.69609 0.30587 -0.01944
3 O -0.88461 1.48089 0.03479
4 N 0.58843 -0.25669 -0.14357
5 C 1.68682 0.53654 -0.09431
6 S 3.23373 0.05599 0.06295
7 H -2.57497 -0.20522 0.33061
8 H -1.65369 -1.63562 0.10211
9 H 0.70287 -1.25175 -0.14264
10 H 1.34274 1.59059 -0.15443

Its frontier orbital gap is 9.02 eV. The energy above the lowest of the compared OMol25 structures with the same formula, charge and spin is 8.1 kcal per mole. Its charge is 0. As for the SMILES: NC(=O)NC=S.

=====

[14]
The following is a quantum chemistry calculation of a cluster of 2 separate species, C2H4N2OS in total, from OMol25.

Geometry (Å):
1 C -0.25880 -1.54275 -3.07198
2 C -0.69504 -1.28677 0.52443
3 N -1.72819 -1.13384 -0.42149
4 N 0.43461 -1.82335 0.07209
5 O -0.26282 -1.20493 -4.17330
6 S -0.85703 -0.88988 2.07675
7 H 0.72238 -2.24636 -0.78534
8 H -1.68551 -0.89465 -1.38181
9 H -2.46264 -0.57027 0.03813
10 H 1.21106 -1.96934 0.70567

Its frontier orbital gap is 8.64 eV. The energy above the lowest of the compared OMol25 structures with the same formula, charge and spin is 27.3 kcal per mole. Its charge is 0.

=====

[15]
The following is a quantum chemistry calculation of the molecule C2H4N2OS, from OMol25.

Geometry (Å):
1 H 2.51608 -1.26524 0.34394
2 N 2.08999 -0.49333 -0.18956
3 C 1.11733 -0.01602 0.46614
4 N 0.33712 0.98418 -0.13308
5 O -1.01152 1.00650 0.27547
6 C -1.74729 -0.00331 -0.28795
7 S -3.31629 -0.17467 0.10516
8 H 0.79424 -0.27956 1.49867
9 H 0.38697 0.91052 -1.15730
10 H -1.16663 -0.66907 -0.92148

Its frontier orbital gap is 9.10 eV. The energy above the lowest of the compared OMol25 structures with the same formula, charge and spin is 84.4 kcal per mole. Its charge is 0. As for the SMILES: [H]/N=C/NOC=S.

=====

[16]
The following is a quantum chemistry calculation of the molecule C2H4N2OS, from OMol25.

Geometry (Å):
1 N 1.15192 1.04707 1.04687
2 C 0.54768 -0.09504 0.56063
3 O 0.74244 -1.16986 1.04056
4 N -0.30293 0.09743 -0.57541
5 C -1.07933 -0.90204 -1.06639
6 S -2.07976 -0.71734 -2.34773
7 H 1.65117 0.82171 1.86203
8 H 0.52737 1.80719 1.15900
9 H -0.23871 0.93881 -1.17210
10 H -0.91985 -1.82792 -0.50746

Its frontier orbital gap is 8.98 eV. The energy above the lowest of the compared OMol25 structures with the same formula, charge and spin is 8.6 kcal per mole. Its charge is 0. As for the SMILES: NC(=O)NC=S.

=====

[17]
The following is a quantum chemistry calculation of the molecule C2H4N2OS, from OMol25.

Geometry (Å):
1 H -0.69471 -0.15833 1.51393
2 N -1.50616 0.25547 0.92936
3 C -1.35101 0.09058 -0.36491
4 N -0.43826 -0.68467 -0.90088
5 S 0.74749 -1.36574 0.08662
6 C 1.59599 0.11572 0.35498
7 O 1.53145 1.12332 -0.36644
8 H -2.46002 0.31285 -0.99709
9 H 0.28279 0.13768 -1.52869
10 H 2.29244 0.17312 1.27311

Its frontier orbital gap is 10.04 eV. The energy above the lowest of the compared OMol25 structures with the same formula, charge and spin is 97.4 kcal per mole. Its charge is 0. As for the SMILES: [H]/N=C\NSC=O.

=====

[18]
The following is a quantum chemistry calculation of the molecule C2H4N2OS, from OMol25.

Geometry (Å):
1 C -1.74028 -0.24844 0.06103
2 C -1.24027 1.09783 -0.22644
3 N 0.90413 -0.08506 -0.35349
4 N 1.94107 -0.69491 0.11814
5 O -1.15074 -1.27652 0.38704
6 S 0.44278 1.34792 0.11668
7 H -2.78690 -0.29582 0.03425
8 H -1.95743 1.93130 -0.27537
9 H 2.20119 -0.41342 1.06391
10 H 2.00245 -1.68745 0.02184

Its frontier orbital gap (spin up / spin down) is 7.48 / 6.74 eV. The energy above the lowest of the compared OMol25 structures with the same formula, charge and spin is 112.4 kcal per mole. Its charge is 0.

=====

[19]
The following is a quantum chemistry calculation of the molecule C2H4N2OS, from OMol25.

Geometry (Å):
1 C -2.21447 -0.85606 -0.14362
2 N -1.59745 0.25193 0.11626
3 O -0.15096 0.00405 0.36231
4 C 0.62891 1.16805 -0.11294
5 N 1.89487 0.90025 -0.11559
6 S 2.45133 -0.78023 -0.02084
7 H -3.32185 -0.65684 -0.45023
8 H -1.62153 -1.73142 -0.06479
9 H 0.28008 2.15073 0.01337
10 H 3.65107 -0.45046 0.41607

Its frontier orbital gap is 9.75 eV. The energy above the lowest of the compared OMol25 structures with the same formula, charge and spin is 111.9 kcal per mole. Its charge is 0. As for the SMILES: C=NO/C=N\S.

=====

[20]
The following is a quantum chemistry calculation of the molecule C2H4N2OS2, from OMol25.

Geometry (Å):
1 H -1.95616 -1.53996 1.27569
2 N -1.18971 -0.85395 1.39420
3 C -0.50676 -0.63704 0.34087
4 N -0.76651 -1.20460 -0.88336
5 S 0.23445 -1.27284 -2.23825
6 S 0.75174 0.55935 0.40189
7 C 0.06354 1.72598 1.54416
8 O 0.67037 2.69621 1.88638
9 H -1.51812 -1.85274 -0.83066
10 H -0.36650 -0.30490 -2.95403
11 H -0.94841 1.42001 1.91367

Its frontier orbital gap is 10.11 eV. The energy above the lowest of the compared OMol25 structures with the same formula, charge and spin is 25.4 kcal per mole. Its charge is 0. As for the SMILES: [H]/N=C(\NS)SC=O.

=====

E values, unit eV, following the record order: -9207.56019, -9209.46954, -9212.79652, -20045.42843, -20042.29577, -30878.25627, -11256.70716, -11255.35740, -11258.87845, -11256.08030, -22092.95825, -13305.48089, -18002.31019, -18001.47628, -17999.00129, -18002.28636, -17998.43671, -17997.78466, -17997.80863, -28835.98357.
Strongest force on any atom values, unit eV/Å, following the record order: 3.9, 2.3, 4.2, 4.3, 9.1, 6.0, 4.7, 5.0, 3.8, 5.1, 4.6, 5.2, 2.2, 3.7, 1.7, 1.6, 8.6, 2.6, 6.6, 1.5.